Below is a 10-piece molecular cluster, C40H110N10O10 overall in a non-equilibrium geometry, with properties calculated with ωB97M-V/def2-TZVPD.

ORCA input file:
```
! RIJCOSX wB97M-V def2-TZVPD def2/J DEFGRID3
* xyz 0 1
C 1.992 -3.267 -0.242
O 2.662 -3.674 -1.411
C 1.674 -3.583 -2.497
C 1.414 -5.042 -3.082
C 2.734 -5.612 -3.594
N 0.352 -4.694 -4.107
H 2.655 -3.443 0.608
H 1.154 -3.906 -0.034
H 1.660 -2.220 -0.332
H 0.758 -3.153 -2.176
H 1.997 -2.874 -3.310
H 0.972 -5.668 -2.298
H 2.595 -6.530 -4.081
H 3.487 -5.750 -2.807
H 3.160 -4.904 -4.297
H 0.610 -3.889 -4.699
H 0.196 -5.460 -4.702
C 3.285 2.573 -4.033
O 2.920 3.876 -3.540
C 2.575 3.775 -2.188
C 2.577 5.203 -1.621
C 2.553 5.176 -0.116
N 1.379 5.909 -2.069
H 2.385 1.963 -3.966
H 4.018 2.095 -3.427
H 3.542 2.625 -5.079
H 1.639 3.241 -1.940
H 3.402 3.186 -1.689
H 3.501 5.602 -1.983
H 1.997 4.286 0.208
H 2.187 6.140 0.293
H 3.491 5.032 0.355
H 1.430 5.799 -3.103
H 1.553 6.888 -1.853
C -5.316 2.136 -3.631
O -4.172 2.901 -3.835
C -3.495 3.226 -2.643
C -2.316 4.279 -2.912
C -1.462 3.821 -4.125
N -1.599 4.493 -1.684
H -6.079 2.689 -3.095
H -5.016 1.275 -3.072
H -5.706 1.768 -4.550
H -4.370 3.568 -2.000
H -2.990 2.287 -2.201
H -2.867 5.171 -3.255
H -0.721 4.632 -4.343
H -2.129 3.699 -5.004
H -0.949 2.839 -3.922
H -1.501 3.745 -1.020
H -0.663 4.878 -1.809
C 3.823 -0.950 3.801
O 4.390 0.362 3.482
C 3.794 1.394 4.219
C 4.509 2.685 3.879
C 4.253 3.060 2.368
N 5.945 2.557 4.225
H 4.404 -1.548 3.077
H 2.793 -1.030 3.546
H 4.028 -1.170 4.834
H 2.760 1.541 3.935
H 3.956 1.165 5.310
H 4.131 3.539 4.511
H 3.199 2.892 2.106
H 4.858 2.430 1.708
H 4.500 4.065 2.170
H 6.310 1.745 3.770
H 6.446 3.398 3.903
C -2.316 -5.073 4.145
O -2.594 -4.904 2.717
C -2.208 -5.993 1.963
C -2.538 -5.715 0.504
C -1.600 -4.576 -0.210
N -3.964 -5.518 0.346
H -1.332 -5.518 4.305
H -3.147 -5.682 4.563
H -2.484 -4.084 4.523
H -1.113 -6.225 1.943
H -2.673 -6.958 2.302
H -2.256 -6.705 0.041
H -1.636 -3.655 0.405
H -2.035 -4.352 -1.181
H -0.524 -4.920 -0.346
H -4.264 -5.477 -0.626
H -4.236 -4.633 0.775
C -2.417 1.800 4.806
O -1.226 1.325 5.515
C -1.282 -0.058 5.898
C -2.022 -0.217 7.194
C -1.518 0.748 8.247
N -2.015 -1.594 7.540
H -3.210 2.024 5.494
H -2.786 1.026 4.162
H -2.090 2.602 4.150
H -1.688 -0.657 5.085
H -0.245 -0.457 6.216
H -3.066 0.046 6.983
H -1.918 0.590 9.224
H -1.672 1.816 8.020
H -0.436 0.629 8.297
H -1.079 -1.949 7.698
H -2.524 -1.768 8.396
C 3.752 -0.018 -0.783
O 4.979 0.686 -0.738
C 5.798 0.161 0.348
C 6.207 -1.268 0.212
C 7.437 -1.680 1.004
N 6.467 -1.693 -1.155
H 3.214 0.467 -1.571
H 3.201 -0.046 0.136
H 3.899 -1.018 -1.153
H 6.682 0.813 0.242
H 5.322 0.356 1.275
H 5.440 -1.927 0.622
H 8.253 -0.961 0.876
H 7.726 -2.699 0.801
H 7.232 -1.662 2.127
H 7.317 -1.242 -1.485
H 5.741 -1.437 -1.819
C -3.790 -1.631 -0.463
O -4.591 -0.538 -0.244
C -4.160 0.210 0.876
C -5.363 0.948 1.401
C -5.077 1.976 2.500
N -6.497 0.184 1.798
H -2.704 -1.469 -0.554
H -4.184 -2.210 -1.359
H -3.965 -2.352 0.367
H -3.741 -0.528 1.598
H -3.298 0.944 0.706
H -5.596 1.523 0.497
H -4.062 2.310 2.446
H -5.264 1.489 3.517
H -5.810 2.788 2.336
H -6.624 -0.538 1.103
H -6.274 -0.328 2.668
C -2.770 -1.494 -4.174
O -1.784 -1.009 -5.028
C -2.028 0.331 -5.462
C -3.149 0.429 -6.491
C -2.825 -0.446 -7.765
N -3.212 1.862 -6.762
H -2.364 -2.257 -3.412
H -3.613 -1.868 -4.757
H -3.212 -0.620 -3.579
H -2.180 0.966 -4.622
H -1.157 0.577 -5.989
H -4.102 -0.001 -6.105
H -3.607 -0.293 -8.449
H -2.801 -1.469 -7.592
H -1.885 -0.146 -8.233
H -3.827 2.064 -7.565
H -3.646 2.305 -5.932
C -0.010 0.029 -1.609
O 0.521 -0.015 -0.283
C 0.339 1.181 0.436
C 0.850 1.031 1.903
C 0.157 -0.205 2.478
N 0.440 2.171 2.607
H -1.092 -0.144 -1.670
H 0.458 -0.804 -2.231
H 0.224 1.001 -2.153
H 0.837 2.083 -0.057
H -0.719 1.551 0.520
H 1.987 0.802 1.972
H 0.537 -1.118 2.050
H -0.930 -0.065 2.270
H 0.393 -0.305 3.540
H 0.902 3.042 2.357
H 0.457 2.063 3.628
*
```

Results
- Gap between HOMO and LUMO: 9.1967 eV
- Energy above the lowest of the compared OMol25 structures with the same formula, charge and spin: 83.80 kcal/mol
- LUMO level: 0.018 Ha
- Calculated total energy: -2889.6776 hartree
- SMILES string: COC[C@H](C)N.COC[C@H](C)N.COC[C@H](C)N.COC[C@H](C)N.COC[C@H](C)N.COC[C@H](C)N.COC[C@H](C)N.COC[C@H](C)N.COC[C@H](C)N.COC[C@H](C)N

=====

Below is a 14-piece molecular cluster, C40H110N6O14 overall in a non-equilibrium geometry, with properties calculated with ωB97M-V/def2-TZVPD.

ORCA input file:
```
! RIJCOSX wB97M-V def2-TZVPD def2/J DEFGRID3
* xyz 0 1
C 10.662 17.675 14.819
C 11.741 18.786 15.104
C 11.468 20.129 14.407
O 11.717 18.980 16.485
H 9.697 18.093 15.109
H 10.961 16.898 15.522
H 10.822 17.405 13.775
H 12.718 18.413 14.797
H 12.151 20.869 14.824
H 10.482 20.505 14.682
H 11.399 20.206 13.322
H 12.504 19.501 16.662
C 17.206 16.911 15.965
C 15.851 17.077 16.629
C 14.536 16.479 15.957
O 15.998 16.483 17.879
H 17.053 17.365 14.986
H 17.491 15.859 15.943
H 17.998 17.409 16.524
H 15.684 18.138 16.813
H 14.467 15.393 16.020
H 14.491 16.768 14.907
H 13.679 16.943 16.446
H 15.351 16.863 18.478
C 9.719 13.313 23.105
C 10.736 12.565 22.260
C 11.826 13.483 21.646
O 11.323 11.550 22.906
H 10.255 14.118 23.609
H 9.330 12.652 23.879
H 8.928 13.782 22.519
H 10.204 12.175 21.392
H 11.295 14.192 21.012
H 12.655 13.046 21.089
H 12.269 14.133 22.401
H 12.099 11.316 22.392
C 16.131 10.555 20.396
C 14.686 10.998 20.716
C 13.711 11.050 19.532
O 14.191 10.186 21.730
H 16.736 11.407 20.086
H 16.107 9.766 19.643
H 16.687 10.053 21.188
H 14.810 11.973 21.187
H 12.708 11.415 19.750
H 13.615 10.211 18.843
H 14.140 11.749 18.813
H 14.293 9.255 21.516
C 7.829 11.485 8.468
C 7.697 11.288 9.936
C 8.157 12.543 10.770
O 6.352 10.911 10.165
H 8.856 11.739 8.205
H 7.222 12.333 8.154
H 7.666 10.510 8.010
H 8.379 10.496 10.245
H 8.164 12.211 11.808
H 7.403 13.293 10.532
H 9.168 12.853 10.509
H 6.042 11.261 11.003
C 14.606 13.977 11.761
C 15.194 13.312 12.969
C 16.598 13.866 13.313
O 14.257 13.524 14.006
H 15.347 14.217 10.998
H 14.283 14.981 12.036
H 13.755 13.382 11.434
H 15.418 12.252 12.845
H 17.374 13.526 12.627
H 16.985 13.489 14.260
H 16.470 14.946 13.381
H 14.460 12.843 14.652
C 8.449 15.299 17.668
C 7.406 14.933 18.712
C 7.947 13.961 19.840
O 7.121 16.183 19.274
H 9.373 15.746 18.037
H 7.962 15.915 16.911
H 8.690 14.421 17.069
H 6.575 14.385 18.269
H 8.778 14.492 20.304
H 8.253 13.008 19.409
H 7.203 13.864 20.631
H 6.879 16.808 18.587
C 13.476 9.825 12.147
C 12.253 9.267 12.866
C 12.264 7.751 12.847
O 12.456 9.575 14.243
H 13.490 10.911 12.238
H 13.504 9.479 11.114
H 14.421 9.497 12.579
H 11.249 9.575 12.573
H 11.828 7.506 11.878
H 11.512 7.380 13.545
H 13.250 7.320 13.022
H 11.957 8.938 14.759
C 7.641 16.069 13.724
C 7.016 16.916 12.596
C 7.832 18.210 12.429
O 7.000 16.040 11.474
H 7.039 15.182 13.921
H 7.645 16.669 14.634
H 8.706 15.888 13.579
H 5.999 17.188 12.879
H 8.196 18.709 13.327
H 7.304 18.848 11.720
H 8.685 17.943 11.805
H 7.833 15.565 11.427
C 10.210 15.484 8.749
C 10.927 15.464 10.091
C 11.644 16.756 10.417
O 9.963 15.211 11.112
H 9.424 16.239 8.757
H 9.669 14.553 8.582
H 10.878 15.829 7.960
H 11.594 14.605 10.009
H 12.302 16.611 11.274
H 10.910 17.500 10.725
H 12.236 17.088 9.565
H 10.391 15.136 11.968
C 12.793 17.335 20.047
O 13.938 17.374 19.653
N 12.469 17.160 21.284
N 11.723 17.478 19.366
H 11.498 17.312 21.520
H 13.181 16.915 21.957
H 10.776 17.478 19.717
H 11.874 17.759 18.407
C 15.288 10.586 16.152
O 14.828 11.677 15.839
N 14.710 9.472 15.851
N 16.252 10.312 16.981
H 13.946 9.709 15.236
H 14.970 8.530 16.105
H 16.679 9.409 16.831
H 16.696 11.072 17.476
C 10.875 9.393 17.362
C 9.726 8.750 16.542
C 8.819 9.784 15.707
O 8.271 10.721 16.643
C 7.528 11.734 15.999
N 10.354 7.769 15.666
H 11.467 8.780 18.041
H 10.408 10.241 17.863
H 11.619 9.834 16.699
H 9.221 8.230 17.356
H 7.973 9.270 15.251
H 9.480 10.289 15.003
H 6.696 11.528 15.325
H 8.247 12.230 15.347
H 7.262 12.516 16.710
H 9.609 7.401 15.091
H 10.641 6.956 16.193
C 10.717 12.669 13.240
C 10.824 13.768 14.300
C 11.213 13.247 15.724
O 11.616 14.409 16.515
C 12.104 14.100 17.863
N 11.769 14.723 13.838
H 11.548 11.968 13.317
H 10.644 13.025 12.213
H 9.766 12.148 13.351
H 9.860 14.231 14.510
H 12.004 12.498 15.767
H 10.334 12.726 16.103
H 12.282 15.062 18.342
H 12.953 13.418 17.809
H 11.382 13.568 18.483
H 11.859 15.335 14.637
H 12.652 14.241 13.747
*
```

Results
- Gap between HOMO and LUMO: 8.9780 eV
- Energy above the lowest of the compared OMol25 structures with the same formula, charge and spin: 0.00 kcal/mol
- LUMO level: 0.006 Ha
- Calculated total energy: -2971.8121 hartree